1.
C4H4Br2O2S | the ωB97M-V functional and the def2-TZVPD basis

Each line ends with the Mulliken charge.
Positions of all 13 atoms, in Å:
C (-2.545, 2.371, -0.972)  0.07
C (1.003, -1.203, 1.865)  -0.63
C (-1.445, 2.456, -0.564)  -0.39
C (1.255, -0.995, 0.586)  0.09
O (-1.168, -0.365, -0.034)  -0.50
O (0.239, -1.752, -1.713)  -0.41
S (0.076, -0.399, -0.767)  0.68
Br (0.228, 2.959, -0.229)  -0.02
Br (3.058, -0.923, 0.027)  -0.15
H (-3.504, 2.294, -1.422)  0.37
H (1.166, -1.825, -1.552)  0.34
H (1.679, -1.388, 2.725)  0.29
H (-0.044, -1.232, 2.049)  0.29

As for the relative energy (zero: lowest compared OMol25 entry of this formula, charge and spin): 151.89 kJ/mol. For the highest occupied orbital energy, the calculation gives -9.62 eV. The electronic energy is -159223.1480 eV. The gap between HOMO and LUMO comes out at 0.36064 hartree. Its multiplicity is 1.



2.
C17H24N5O7 | the ωB97M-V functional and the def2-TZVPD basis

Each line ends with the Mulliken charge.
Positions of all 53 atoms, in Å:
N (3.575, -2.228, 4.134)  -0.31
C (2.759, -2.835, 3.223)  0.16
N (2.214, -4.078, 3.277)  -0.53
C (1.499, -4.154, 2.171)  0.01
N (1.549, -3.052, 1.400)  0.13
C (0.895, -2.733, 0.134)  -0.96
C (-0.582, -2.410, 0.295)  -0.39
O (-0.910, -1.744, -0.896)  -0.38
N (2.368, -2.211, 2.093)  0.49
C (2.705, -0.897, 1.619)  0.16
C (1.675, 0.024, 1.384)  0.03
C (2.048, 1.264, 0.856)  -0.47
C (3.410, 1.532, 0.633)  -0.48
C (4.358, 0.523, 0.942)  -0.48
N (4.000, -0.685, 1.412)  -0.56
H (3.191, -1.633, 4.842)  0.23
H (4.556, -2.433, 4.142)  0.22
H (0.925, -5.018, 1.869)  0.44
H (1.071, -3.586, -0.515)  0.38
H (1.400, -1.873, -0.295)  0.38
H (-1.155, -3.332, 0.423)  0.46
H (-0.733, -1.795, 1.189)  0.34
H (-1.831, -1.453, -0.913)  0.22
H (0.638, -0.218, 1.572)  0.38
H (1.281, 1.981, 0.601)  0.63
H (3.736, 2.474, 0.215)  0.40
H (5.413, 0.677, 0.771)  0.44
C (-1.870, 0.182, -3.366)  -0.91
C (-0.412, 0.430, -3.622)  0.37
C (0.452, -0.386, -2.687)  0.05
O (1.600, 0.443, -2.494)  -0.35
C (1.247, 1.724, -2.740)  0.63
O (1.929, 2.660, -2.473)  -0.54
O (0.000, 1.774, -3.251)  -0.39
H (-2.507, 0.906, -3.874)  0.44
H (-2.149, -0.816, -3.699)  0.38
H (-2.058, 0.258, -2.295)  -0.30
H (-0.128, 0.291, -4.667)  0.28
H (0.752, -1.360, -3.066)  0.44
H (-0.047, -0.502, -1.724)  0.04
C (-2.590, 3.949, 0.643)  -1.46
C (-3.400, 2.932, -0.112)  0.54
C (-4.782, 2.619, 0.431)  -0.57
O (-4.969, 1.254, 0.017)  -0.36
C (-3.763, 0.687, -0.119)  0.59
O (-3.567, -0.476, -0.297)  -0.59
O (-2.789, 1.617, -0.038)  -0.22
H (-1.565, 3.965, 0.276)  0.34
H (-3.018, 4.941, 0.500)  0.40
H (-2.576, 3.721, 1.709)  0.35
H (-3.464, 3.192, -1.172)  0.26
H (-5.579, 3.233, 0.023)  0.31
H (-4.804, 2.655, 1.522)  0.32

Its charge is +1. For the highest occupied orbital energy, the calculation gives -12.95 eV. The electronic energy is -39795.1258 eV. The gap between HOMO and LUMO comes out at 0.35823 hartree. Its multiplicity is 1.



3.
C2H5IOS | the ωB97M-V functional and the def2-TZVPD basis

Each line ends with the Mulliken charge.
Positions of all 10 atoms, in Å:
C (-0.374, 1.285, -0.206)  -0.87
C (0.098, 0.051, 0.416)  -0.03
O (1.441, -0.080, 0.742)  -0.47
S (-0.626, -1.387, -0.918)  -0.20
I (-0.171, -3.568, -0.188)  0.02
H (-0.557, 2.169, 0.391)  0.33
H (0.279, 1.426, -1.174)  0.22
H (-1.473, 1.002, -0.517)  0.28
H (-0.544, -0.203, 1.252)  0.38
H (1.926, -0.694, 0.201)  0.36

As for the relative energy (zero: lowest compared OMol25 entry of this formula, charge and spin): 81.49 kJ/mol. For the highest occupied orbital energy, the calculation gives -8.70 eV. The electronic energy is -23137.4355 eV. The gap between HOMO and LUMO comes out at 0.30749 hartree. Its multiplicity is 1. Its structure (SMILES) is C[C@H](O)SI.



4.
C19H18EuN2S4 | the ωB97M-V functional and the def2-TZVPD basis

Each line ends with the Mulliken charge.
Positions of all 44 atoms, in Å:
Eu (0.364, -1.294, 0.349)  0.76
S (-2.438, -1.182, 0.761)  -0.48
C (-2.826, -0.273, 2.163)  0.39
C (-4.193, 0.055, 2.456)  -0.51
C (-4.598, 0.653, 3.628)  -0.55
C (-3.634, 1.004, 4.592)  -0.52
C (-2.265, 0.807, 4.339)  -0.63
C (-1.862, 0.158, 3.139)  0.41
S (-0.155, -0.094, 2.886)  -0.20
C (0.357, 1.614, 2.480)  -0.94
C (-0.107, 2.093, 1.135)  0.76
C (-0.834, 3.283, 0.926)  -0.65
C (-1.168, 3.697, -0.362)  -0.47
C (-0.645, 2.979, -1.467)  -0.78
C (0.142, 1.835, -1.208)  0.59
C (0.894, 1.137, -2.280)  -0.82
S (0.403, -0.637, -2.469)  -0.21
C (1.941, -1.309, -2.990)  0.29
C (2.092, -1.823, -4.278)  -0.42
C (3.300, -2.430, -4.681)  -0.61
C (4.336, -2.560, -3.760)  -0.41
C (4.222, -2.073, -2.470)  -0.80
C (3.017, -1.411, -2.035)  0.45
S (3.004, -0.729, -0.477)  -0.43
N (0.322, 1.408, 0.069)  0.02
H (-4.903, -0.257, 1.661)  0.33
H (-5.631, 0.856, 3.826)  0.39
H (-4.004, 1.436, 5.521)  0.35
H (-1.524, 1.048, 5.080)  0.45
H (-0.039, 2.271, 3.260)  0.44
H (1.461, 1.601, 2.519)  0.34
H (-1.081, 3.923, 1.786)  0.34
H (-1.863, 4.518, -0.533)  0.41
H (-0.804, 3.303, -2.509)  0.34
H (0.665, 1.594, -3.243)  0.38
H (1.952, 1.206, -2.054)  0.43
H (1.255, -1.692, -4.983)  0.36
H (3.357, -2.866, -5.656)  0.38
H (5.247, -3.088, -4.008)  0.36
H (5.050, -2.139, -1.773)  0.40
N (0.300, -3.877, 0.195)  -0.73
H (1.202, -4.271, 0.474)  0.27
H (0.131, -4.213, -0.757)  0.25
H (-0.438, -4.262, 0.748)  0.26

As for the relative energy (zero: lowest compared OMol25 entry of this formula, charge and spin): 0.00 kJ/mol. For the highest occupied orbital energy (spin up / spin down), the calculation gives -6.79 / -7.07 eV. The electronic energy is -85647.6468 eV. The gap between HOMO and LUMO (spin up / spin down) comes out at 0.25144 / 0.26171 hartree. Its multiplicity is 8. The expectation value of S² is 15.760.



5.
C4H5BrOS | the ωB97M-V functional and the def2-TZVPD basis

Each line ends with the Mulliken charge.
Positions of all 12 atoms, in Å:
C (-1.339, 0.718, 0.513)  -0.02
C (-2.402, -0.002, 0.221)  -0.30
C (-0.042, 0.249, 0.268)  -0.19
C (0.001, -0.919, -0.675)  -0.71
O (-1.152, -2.876, 0.817)  -0.50
S (-1.499, -2.035, -0.291)  0.39
Br (-4.174, 0.387, -0.047)  -0.09
H (-1.495, 1.833, 0.546)  0.26
H (0.662, 1.147, -0.119)  0.24
H (0.521, -0.243, 1.207)  0.19
H (-0.228, -0.599, -1.790)  0.32
H (0.962, -1.451, -0.637)  0.40

As for the relative energy (zero: lowest compared OMol25 entry of this formula, charge and spin): 149.79 kJ/mol. For the highest occupied orbital energy, the calculation gives -8.92 eV. The electronic energy is -87150.7284 eV. The gap between HOMO and LUMO comes out at 0.33394 hartree. Its multiplicity is 1.



6.
C27H26N3SSiTi | the ωB97M-V functional and the def2-TZVPD basis

Each line ends with the Mulliken charge.
Positions of all 59 atoms, in Å:
Ti (0.466, 0.300, 1.202)  -0.41
C (0.236, -1.408, 2.686)  -0.42
C (1.634, -1.306, 2.573)  -0.27
C (2.290, -0.137, 2.957)  -0.64
C (1.560, 0.945, 3.474)  -0.26
C (0.183, 0.819, 3.660)  -0.61
C (-0.488, -0.341, 3.255)  -0.38
H (-0.265, -2.339, 2.461)  0.58
H (2.205, -2.161, 2.235)  0.46
H (3.369, -0.090, 2.926)  0.47
H (2.077, 1.834, 3.806)  0.49
H (-0.369, 1.615, 4.138)  0.49
H (-1.541, -0.459, 3.460)  0.45
C (-3.194, 3.656, -0.564)  -0.86
N (-1.771, 3.594, -0.848)  0.20
C (-1.148, 4.188, -1.926)  -0.76
C (0.148, 3.845, -1.888)  -0.45
N (0.329, 3.028, -0.771)  0.53
C (-0.869, 2.891, -0.134)  0.57
S (-1.199, 2.034, 1.288)  -0.69
C (1.598, 2.519, -0.414)  0.07
C (2.713, 3.312, -0.646)  -0.79
C (3.978, 2.775, -0.508)  -0.70
C (4.080, 1.418, -0.200)  -0.94
C (2.939, 0.707, 0.056)  -0.20
N (1.687, 1.248, 0.053)  0.62
H (-3.535, 4.688, -0.604)  0.35
H (-3.374, 3.254, 0.427)  0.31
H (-3.747, 3.067, -1.295)  0.34
H (-1.678, 4.789, -2.643)  0.49
H (0.948, 4.068, -2.568)  0.55
H (2.580, 4.348, -0.924)  0.63
H (4.854, 3.386, -0.666)  0.44
H (5.042, 0.927, -0.160)  0.47
H (2.998, -0.351, 0.271)  0.56
C (-3.498, -3.569, 1.853)  -0.49
C (-3.782, -2.210, 1.787)  -0.62
C (-3.020, -1.379, 0.978)  -0.48
C (-1.956, -1.879, 0.219)  0.48
C (-1.712, -3.253, 0.268)  -0.39
C (-2.468, -4.088, 1.080)  -0.64
Si (-0.819, -0.675, -0.728)  1.15
C (0.097, -1.671, -2.045)  0.13
C (-0.438, -1.846, -3.323)  -0.53
C (0.204, -2.638, -4.265)  -0.62
C (1.393, -3.275, -3.939)  -0.44
C (1.945, -3.110, -2.676)  -0.82
C (1.301, -2.310, -1.745)  0.21
H (-4.090, -4.220, 2.482)  0.39
H (-4.606, -1.799, 2.358)  0.43
H (-3.256, -0.322, 0.927)  0.41
H (-0.917, -3.677, -0.336)  0.36
H (-2.262, -5.152, 1.101)  0.40
H (-1.756, 0.220, -1.488)  -0.38
H (-1.371, -1.358, -3.582)  0.36
H (-0.224, -2.760, -5.251)  0.40
H (1.892, -3.903, -4.665)  0.38
H (2.874, -3.608, -2.428)  0.42
H (1.731, -2.181, -0.753)  0.21

As for the relative energy (zero: lowest compared OMol25 entry of this formula, charge and spin): 66.31 kJ/mol. Its charge is +1. For the highest occupied orbital energy (spin up / spin down), the calculation gives -9.37 / -9.87 eV. The electronic energy is -74713.6328 eV. The gap between HOMO and LUMO (spin up / spin down) comes out at 0.22776 / 0.23704 hartree. Its multiplicity is 3. The expectation value of S² is 2.027.